Molecular formula: C2H2N2OS2
Method: DFT, the ωB97M-V functional and the def2-TZVPD basis

The max |F| comes out at 3.8 eV/A. As for the structure (SMILES): O=C1SN=CNS1. Its charge is 0. The spin multiplicity is 1. The value obtained for the highest occupied orbital energy is -8.9630 eV. The calculation puts the relative energy (zero: lowest compared OMol25 entry of this formula, charge and spin) at 1.521 eV.

Positions of all 9 atoms, in Å:
C: 0.895 1.114 -1.084
C: -0.831 -0.951 0.417
H: -0.660 -0.037 2.309
H: -0.947 -1.909 1.056
N: -0.498 0.132 1.211
N: -0.687 -1.275 -0.839
O: 1.718 1.849 -1.673
S: 0.766 1.275 0.588
S: 0.245 -0.197 -1.985

Per-atom natural (NBO) charges, elementary charge units:
1. C 0.067
2. C 0.247
3. H 0.449
4. H 0.201
5. N -0.783
6. N -0.583
7. O -0.551
8. S 0.500
9. S 0.453